Entry 1:
Entry from OMol25: the molecule C8Cl2N2O2 (ωB97M-V/def2-TZVPD).

Geometry as XYZ:
```
14
C8Cl2N2O2 ωB97M-V/def2-TZVPD
C 1.39118 -0.15541 1.21513
C -0.61464 2.26359 -1.08581
C -0.23305 1.05315 -0.38160
C 0.87493 -1.39720 0.84086
C -0.36133 -1.41458 0.01935
O 0.89194 2.05077 1.45891
Cl 1.47046 -2.90028 1.50103
Cl 2.75187 -0.11557 2.35481
C 0.68109 1.05061 0.81262
N -2.53741 -0.53733 -2.54554
C -1.72401 -0.34942 -1.74835
O -1.05120 -2.42310 0.22014
N -0.83763 3.09474 -1.88116
C -0.70219 -0.21996 -0.78038
```

Values from the calculation:
- structure (SMILES) = N#CC1=C(C#N)C(=O)C(Cl)=C(Cl)C1=O

Atom charges from the Löwdin analysis, given in e for atoms 1 to 6: atom 1 (C): -0.528, atom 2 (C): -0.113, atom 3 (C): -0.022, atom 4 (C): -0.552, atom 5 (C): -0.336, atom 6 (O): 0.135



Entry 2:
Entry from OMol25: the molecule C4H9NO2 (ωB97M-V/def2-TZVPD).

Geometry as XYZ:
```
16
C4H9NO2 ωB97M-V/def2-TZVPD
H 2.57590 1.08806 0.12039
H 2.68334 -1.58346 -0.15017
O -2.88030 -1.03866 -0.68252
H -1.70066 0.22483 -1.70191
N -1.17145 0.22772 1.38375
H 0.14159 1.77897 -0.11486
H -2.21537 0.44822 1.40855
H 1.53243 -0.02141 1.03851
C 0.45850 0.75000 -0.48862
H -0.18766 -1.03142 0.33695
H 0.62336 1.01601 -1.56794
C -1.85190 -0.38301 -0.85254
C 1.80708 0.27765 -0.00357
O 2.19083 -0.96446 -0.73481
C -0.70044 -0.15815 0.06889
H -1.30526 -0.63091 1.93989
```

Values from the calculation:
- structure (SMILES) = N[C@@H](C=O)CCO

Atom charges from the Löwdin analysis, given in e for atoms 1 to 6: atom 1 (H): 0.126, atom 2 (H): 0.093, atom 3 (O): 0.049, atom 4 (H): 0.101, atom 5 (N): 0.036, atom 6 (H): 0.133



E_HOMO values, unit eV, following the record order: -10.75 -9.79.
Energy above the lowest of the compared OMol25 structures with the same formula, charge and spin values, unit eV, following the record order: 0.460 3.118.